Entry 1:
Molecular formula: C5H10N2O
Method: DFT, ωB97M-V/def2-TZVPD

As for the energy relative to the best compared isomer or geometry (same formula, charge and spin): 54.6 kcal per mole. For the HOMO energy, the calculation gives -7.849 eV. The spin multiplicity is 1. As for the net charge: 0. As for the SMILES: CC(C)=C(N)/C=N/O. Its gap between HOMO and LUMO is 8.849 eV.

XYZ file:
```
18
Properties=species:S:1:pos:R:3:nbo_charge:R:1
C 1.250 -1.059 -1.669 -0.64
C 0.277 1.247 -1.485 -0.63
C -0.105 -0.461 0.356 0.11
C 0.423 -0.108 -0.837 -0.03
N 0.123 -1.667 0.999 -0.82
C -1.009 0.486 1.098 0.02
O -2.120 1.385 2.764 -0.57
N -1.254 0.358 2.367 -0.16
H -2.227 1.213 3.718 0.48
H 1.068 -2.012 0.869 0.37
H -0.113 -1.582 1.992 0.39
H -1.472 1.297 0.512 0.19
H 0.875 -1.079 -2.698 0.22
H 2.295 -0.732 -1.688 0.21
H -0.459 1.203 -2.294 0.21
H -0.013 2.037 -0.788 0.21
H 1.236 1.565 -1.910 0.21
H 1.224 -2.090 -1.305 0.21
```

=====

Entry 2:
Molecular formula: C3H14Ba4O5
Method: DFT, ωB97M-V/def2-TZVPD

As for the expectation value of S²: 0.7502. For the HOMO energy (spin up / spin down), the calculation gives -22.566 / -23.235 eV. The spin multiplicity is 2. As for the net charge: +5. Its gap between HOMO and LUMO (spin up / spin down) is 4.922 / 5.157 eV.

XYZ file:
```
26
Properties=species:S:1:pos:R:3:lowdin_spin:R:1
Ba -0.180 0.625 3.333 0.12
Ba 2.334 2.629 -0.974 0.16
Ba 1.820 3.894 2.693 0.39
Ba 3.617 0.212 2.261 0.20
O 1.395 -1.259 2.352 0.00
H 1.839 -2.127 2.414 0.00
O 1.447 1.559 1.294 0.11
H 0.736 1.035 0.877 0.00
C -1.922 1.530 0.055 0.00
O -2.031 0.678 1.180 0.00
H -1.516 0.839 -0.684 0.00
H -2.861 1.933 -0.324 0.00
H -1.235 2.343 0.288 0.00
H -2.877 0.233 1.264 0.00
C -0.538 -2.620 0.146 0.00
O 0.567 -1.920 -0.245 0.00
H -0.286 -3.357 0.908 0.00
H -1.298 -1.964 0.570 0.00
H -0.991 -3.063 -0.741 0.00
H 0.894 -1.546 0.577 0.00
C 0.069 0.102 -3.200 0.00
O 0.707 0.413 -2.027 0.00
H 0.546 -0.688 -3.780 0.00
H -0.971 -0.163 -3.012 0.00
H 0.032 0.973 -3.854 0.00
H 0.705 -0.290 -1.374 0.00
```

=====

Entry 3:
Molecular formula: C3H2I6O3
Method: DFT, ωB97M-V/def2-TZVPD

As for the energy relative to the best compared isomer or geometry (same formula, charge and spin): 11.4 kcal per mole. For the HOMO energy, the calculation gives -9.032 eV. The spin multiplicity is 1. As for the net charge: 0. Its gap between HOMO and LUMO is 7.333 eV.

XYZ file:
```
14
Properties=species:S:1:pos:R:3:nbo_charge:R:1
C -1.334 0.000 -0.454 -0.06
C 0.185 0.257 -0.382 0.11
C 0.963 -0.189 0.836 0.07
O -1.838 0.443 -1.649 -0.71
O 0.506 1.490 -0.839 -0.75
O 0.889 -1.486 1.048 -0.77
I -2.046 -1.981 0.273 0.08
I 0.870 -1.157 -2.009 0.09
I 3.072 0.368 0.524 0.15
I 0.138 0.899 2.679 0.06
I -0.131 3.171 -0.056 0.48
I 2.093 -2.461 2.279 0.51
H -1.825 0.751 0.184 0.23
H -1.543 -0.108 -2.435 0.49
```

=====

Entry 4:
Molecular formula: C5H10O
Method: DFT, ωB97M-V/def2-TZVPD

As for the energy relative to the best compared isomer or geometry (same formula, charge and spin): 57.9 kcal per mole. For the HOMO energy, the calculation gives -9.723 eV. The spin multiplicity is 1. As for the net charge: 0. As for the SMILES: CC[C@H]1O[C@H]1C. Its gap between HOMO and LUMO is 10.845 eV.

XYZ file:
```
16
Properties=species:S:1:pos:R:3:nbo_charge:R:1
C -1.280 1.296 -0.755 -0.61
C -0.616 0.912 0.551 -0.42
C 0.846 0.586 0.397 0.05
O 1.276 -0.107 1.526 -0.52
C 1.333 -0.758 0.104 0.00
C 0.387 -1.913 -0.267 -0.65
H -0.743 2.119 -1.238 0.20
H -2.312 1.615 -0.591 0.21
H -1.289 0.450 -1.450 0.20
H -0.655 1.740 1.272 0.21
H -1.130 0.075 1.040 0.21
H 1.448 1.420 0.036 0.17
H 2.347 -0.787 0.458 0.26
H -0.590 -1.786 0.222 0.23
H 0.800 -2.873 0.044 0.22
H 0.176 -1.991 -1.348 0.22
```

=====

Entry 5:
Molecular formula: C30H80O30S10
Method: DFT, ωB97M-V/def2-TZVPD

As for the energy relative to the best compared isomer or geometry (same formula, charge and spin): 239.9 kcal per mole. For the HOMO energy, the calculation gives -10.786 eV. The spin multiplicity is 1. As for the net charge: 0. As for the SMILES: CCOS(C)(=O)=O.CCOS(C)(=O)=O.CCOS(C)(=O)=O.CCOS(C)(=O)=O.CCOS(C)(=O)=O.CCOS(C)(=O)=O.CCOS(C)(=O)=O.CCOS(C)(=O)=O.CCOS(C)(=O)=O.CCOS(C)(=O)=O. Its gap between HOMO and LUMO is 11.076 eV.

XYZ file:
```
150
Properties=species:S:1:pos:R:3:mulliken_charge:R:1
O -9.992 -0.485 3.892 -0.60
S -10.080 0.205 5.181 1.12
O -9.882 -0.543 6.454 -0.58
O -8.982 1.518 5.039 -0.33
C -9.066 2.274 3.886 -0.28
C -8.084 3.423 4.228 -1.16
C -11.554 1.249 5.315 -0.93
H -9.998 2.691 3.506 0.34
H -8.928 1.618 3.027 0.40
H -7.957 4.084 3.371 0.38
H -7.151 2.878 4.378 0.30
H -8.289 3.891 5.190 0.28
H -11.360 2.160 5.882 0.32
H -12.311 0.668 5.842 0.39
H -11.967 1.452 4.327 0.34
O 2.360 -1.464 1.348 -0.58
S 1.899 -1.483 -0.067 1.12
O 2.422 -2.423 -1.048 -0.58
O 0.232 -1.540 -0.176 -0.31
C -0.484 -0.789 0.793 -0.10
C -1.979 -0.792 0.545 -1.22
C 2.083 0.157 -0.800 -0.96
H -0.156 0.250 0.816 0.27
H -0.213 -1.142 1.788 0.31
H -2.404 -1.640 1.081 0.29
H -2.277 -0.774 -0.503 0.32
H -2.517 0.023 1.031 0.38
H 3.106 0.185 -1.177 0.38
H 2.017 0.982 -0.091 0.35
H 1.333 0.216 -1.589 0.32
O 2.940 1.235 9.084 -0.62
S 3.213 -0.002 8.312 1.16
O 4.398 -0.860 8.542 -0.59
O 1.822 -0.955 8.277 -0.33
C 2.105 -2.288 8.438 -0.35
C 2.299 -3.040 7.060 -1.05
C 3.276 0.629 6.527 -0.87
H 1.208 -2.688 8.911 0.33
H 2.892 -2.467 9.171 0.38
H 3.200 -2.763 6.514 0.31
H 1.509 -2.937 6.316 0.31
H 2.573 -4.083 7.218 0.36
H 4.213 0.205 6.165 0.33
H 3.175 1.713 6.579 0.35
H 2.550 0.018 5.990 0.28
O 15.682 1.926 -5.125 -0.60
S 15.604 0.597 -4.473 1.08
O 16.398 0.417 -3.268 -0.57
O 14.063 0.032 -4.271 -0.28
C 12.944 0.544 -5.075 -0.15
C 11.636 -0.096 -4.561 -1.10
C 16.068 -0.708 -5.709 -0.86
H 13.207 0.285 -6.101 0.30
H 12.835 1.627 -5.009 0.29
H 11.454 -1.084 -4.983 0.29
H 10.767 0.531 -4.759 0.34
H 11.760 -0.250 -3.489 0.30
H 15.323 -0.861 -6.490 0.31
H 16.019 -1.630 -5.130 0.32
H 17.054 -0.423 -6.077 0.33
O -5.975 3.262 -8.522 -0.57
S -4.929 4.097 -9.107 1.18
O -4.972 5.528 -9.182 -0.57
O -3.420 3.562 -8.563 -0.35
C -3.258 2.164 -8.282 -0.26
C -3.625 1.798 -6.903 -1.16
C -4.696 3.426 -10.937 -0.88
H -2.248 1.833 -8.520 0.46
H -3.827 1.463 -8.893 0.28
H -3.336 0.802 -6.568 0.37
H -4.691 1.924 -6.712 0.29
H -3.030 2.468 -6.283 0.28
H -4.629 4.354 -11.506 0.35
H -5.530 2.813 -11.277 0.29
H -3.704 2.975 -10.970 0.29
O 0.562 5.931 2.929 -0.58
S -0.531 6.869 2.610 1.10
O -1.698 6.422 1.760 -0.60
O -1.195 7.376 4.036 -0.29
C -0.277 7.835 4.983 -0.41
C -0.984 9.169 5.555 -0.99
C 0.171 8.553 2.064 -0.80
H 0.745 7.938 4.619 0.41
H -0.262 6.964 5.639 0.30
H -1.236 9.913 4.799 0.25
H -0.413 9.721 6.301 0.35
H -1.951 8.961 6.014 0.30
H -0.534 9.280 2.467 0.26
H 0.292 8.460 0.985 0.38
H 1.134 8.670 2.561 0.31
O 10.030 2.407 4.456 -0.59
S 10.273 3.634 3.797 1.05
O 9.380 4.728 3.799 -0.55
O 11.780 4.109 4.213 -0.26
C 12.353 3.671 5.441 -0.14
C 13.595 4.460 5.554 -1.19
C 10.617 3.232 1.955 -0.92
H 12.369 2.584 5.521 0.35
H 11.639 4.016 6.189 0.30
H 13.492 5.540 5.661 0.31
H 14.164 4.431 4.625 0.32
H 14.224 4.064 6.351 0.35
H 10.837 4.183 1.470 0.32
H 9.736 2.898 1.405 0.36
H 11.437 2.530 1.803 0.30
O -13.200 -2.133 -6.692 -0.60
S -13.502 -1.562 -5.367 1.09
O -14.048 -2.353 -4.221 -0.60
O -12.108 -0.775 -4.901 -0.24
C -11.030 -1.605 -4.555 -0.08
C -9.901 -0.695 -4.414 -1.24
C -14.546 -0.059 -5.695 -0.90
H -10.709 -2.312 -5.320 0.31
H -11.092 -2.170 -3.625 0.30
H -10.001 0.096 -3.671 0.30
H -10.035 -0.189 -5.370 0.30
H -8.916 -1.145 -4.286 0.35
H -13.970 0.253 -6.567 0.34
H -14.405 0.827 -5.076 0.34
H -15.603 -0.306 -5.785 0.34
O -3.888 -7.153 4.530 -0.61
S -3.403 -7.451 5.874 1.14
O -2.146 -8.220 6.144 -0.59
O -3.328 -6.058 6.686 -0.25
C -4.407 -5.164 6.471 -0.18
C -4.240 -3.949 7.375 -1.20
C -4.841 -8.367 6.785 -0.81
H -5.411 -5.574 6.577 0.31
H -4.527 -4.817 5.445 0.32
H -4.605 -4.217 8.367 0.29
H -4.862 -3.118 7.041 0.36
H -3.211 -3.590 7.376 0.31
H -5.564 -7.621 7.115 0.29
H -4.393 -8.930 7.604 0.31
H -5.294 -8.989 6.014 0.32
O 2.128 -4.672 -7.222 -0.57
S 1.567 -6.068 -7.171 1.13
O 0.280 -6.360 -6.564 -0.58
O 1.501 -6.669 -8.772 -0.34
C 0.874 -7.881 -9.027 -0.38
C 1.936 -8.708 -9.758 -0.95
C 2.752 -7.267 -6.426 -0.79
H -0.024 -8.006 -9.631 0.34
H 0.542 -8.439 -8.152 0.33
H 2.126 -8.234 -10.721 0.29
H 1.587 -9.735 -9.865 0.34
H 2.819 -8.735 -9.120 0.28
H 3.763 -6.871 -6.525 0.33
H 2.743 -8.217 -6.960 0.22
H 2.704 -7.284 -5.337 0.35
```

=====

Entry 6:
Molecular formula: C4H11NS
Method: DFT, ωB97M-V/def2-TZVPD

As for the energy relative to the best compared isomer or geometry (same formula, charge and spin): 22.4 kcal per mole. For the HOMO energy, the calculation gives -8.085 eV. The spin multiplicity is 1. As for the net charge: 0. As for the SMILES: C=CN.CCS. Its gap between HOMO and LUMO is 8.871 eV.

XYZ file:
```
17
Properties=species:S:1:pos:R:3:nbo_charge:R:1
C -0.594 -1.159 3.730 -0.62
C 0.512 -2.120 3.329 -0.49
S 0.757 -2.124 1.501 -0.07
H -0.455 -0.225 3.197 0.21
H -1.581 -1.541 3.481 0.21
H -0.575 -0.929 4.802 0.21
H 1.468 -1.782 3.710 0.21
H 0.357 -3.145 3.654 0.22
C -0.387 2.561 -4.010 0.01
C 0.138 3.785 -3.963 -0.53
N -1.105 1.921 -3.027 -0.83
H -0.254 1.978 -4.909 0.18
H 0.645 4.137 -4.847 0.20
H 0.115 4.401 -3.079 0.19
H -0.929 2.083 -2.046 0.39
H 0.202 -3.319 1.280 0.12
H -1.505 1.029 -3.245 0.38
```

=====

Entry 7:
Molecular formula: C31H52BrN4P3Tc
Method: DFT, ωB97M-V/def2-TZVPD

As for the expectation value of S²: 3.8105. For the HOMO energy (spin up / spin down), the calculation gives -19.393 / -19.591 eV. The spin multiplicity is 4. As for the net charge: +4. Its gap between HOMO and LUMO (spin up / spin down) is 6.722 / 5.199 eV.

XYZ file:
```
92
Properties=species:S:1:pos:R:3:lowdin_spin:R:1
N 5.054 -1.069 -4.201 0.11
C 5.468 -0.584 -3.033 -0.02
C 4.947 -1.026 -1.808 0.08
C 3.929 -2.016 -1.784 0.07
C 3.486 -2.491 -3.056 0.10
C 4.078 -1.977 -4.219 -0.01
C 3.330 -2.460 -0.532 0.17
Tc -0.865 0.009 0.498 1.00
P -2.393 0.676 2.002 0.01
C 2.224 -3.272 -0.433 0.23
C 1.190 -3.170 0.597 0.04
C -0.107 -3.716 0.398 0.06
C -1.109 -3.625 1.360 -0.01
C -0.800 -3.012 2.576 0.08
C 0.425 -2.401 2.810 0.00
C 1.407 -2.486 1.814 0.07
Br -2.035 -3.201 4.092 0.03
H 3.857 -2.104 0.342 0.01
H 2.052 -4.069 -1.163 0.01
H 5.308 -0.543 -0.896 0.00
H 2.686 -3.222 -3.139 0.00
H 6.222 0.211 -3.060 0.00
H 3.737 -2.293 -5.207 0.00
H -0.261 -4.290 -0.517 0.00
H 2.418 -2.131 2.005 0.00
H -2.091 -4.038 1.172 0.00
H 0.633 -1.904 3.756 0.00
P -1.340 0.234 -1.697 0.03
C -1.569 0.677 3.665 0.00
C -2.329 0.037 4.807 0.00
H -1.347 1.733 3.890 0.00
H -0.600 0.158 3.570 0.00
H -1.626 -0.117 5.630 0.00
H -3.158 0.640 5.182 0.00
H -2.686 -0.969 4.538 0.00
C -3.485 -0.791 1.884 0.00
C -4.906 -0.713 2.419 0.00
H -2.930 -1.615 2.361 0.00
H -3.524 -1.035 0.810 0.00
H -5.394 -1.677 2.241 0.00
H -4.943 -0.545 3.498 0.00
H -5.485 0.043 1.881 0.00
C -3.443 2.184 2.046 0.01
C -4.323 2.401 3.274 0.00
H -4.050 2.140 1.132 0.00
H -2.770 3.048 1.929 0.00
H -4.887 3.333 3.152 0.00
H -5.066 1.613 3.408 0.00
H -3.739 2.507 4.195 0.00
C -1.974 1.861 -2.415 0.03
C -3.179 2.365 -1.632 0.01
H -2.222 1.664 -3.471 0.00
H -1.146 2.591 -2.397 0.00
H -3.522 3.334 -2.019 0.00
H -4.038 1.685 -1.692 0.00
H -2.941 2.524 -0.572 0.00
C -2.753 -0.907 -1.982 0.00
C -2.389 -2.391 -1.977 0.00
H -3.198 -0.623 -2.947 0.00
H -3.495 -0.688 -1.197 0.00
H -3.303 -3.001 -1.997 0.00
H -1.784 -2.675 -2.848 0.00
H -1.834 -2.688 -1.079 0.00
C -0.182 -0.311 -3.044 0.00
C 1.065 0.539 -3.237 0.00
H -0.788 -0.322 -3.961 0.00
H 0.093 -1.348 -2.815 0.00
H 1.700 0.148 -4.045 0.00
H 0.846 1.589 -3.476 0.00
H 1.687 0.512 -2.334 0.00
C 1.206 4.529 1.268 0.02
N 1.671 3.477 2.202 0.08
C 3.072 3.093 1.937 0.02
N 3.281 2.680 0.521 0.13
C 2.878 3.811 -0.340 0.01
N 1.453 4.166 -0.152 0.46
C 0.553 3.143 -0.616 0.08
P 0.703 1.578 0.491 0.03
C 0.788 2.334 2.174 0.01
C 2.550 1.452 0.196 0.02
H 1.787 5.443 1.490 0.00
H 0.124 4.702 1.401 0.00
H 3.367 2.265 2.601 0.00
H 3.693 3.986 2.124 0.00
H 3.026 3.537 -1.395 0.00
H 3.481 4.696 -0.061 0.00
H -0.471 3.520 -0.567 0.01
H 0.774 2.868 -1.658 0.00
H 1.144 1.579 2.885 0.01
H -0.204 2.675 2.481 0.00
H 2.767 1.187 -0.843 0.00
H 2.924 0.631 0.815 0.01
```

=====

Entry 8:
Molecular formula: C5H7N2
Method: DFT, ωB97M-V/def2-TZVPD

As for the energy relative to the best compared isomer or geometry (same formula, charge and spin): 125.3 kcal per mole. For the HOMO energy, the calculation gives -14.454 eV. The spin multiplicity is 1. As for the net charge: +1. Its gap between HOMO and LUMO is 9.810 eV.

XYZ file:
```
14
Properties=species:S:1:pos:R:3:nbo_charge:R:1
C -0.308 0.958 -0.307 0.05
C -1.510 0.820 0.567 -0.19
C 1.701 -0.312 0.386 0.36
C -0.527 -0.561 -0.560 -0.10
C -1.997 -0.397 0.221 -0.04
N 0.617 -1.087 0.148 -0.56
N 1.664 0.906 -0.014 -0.60
H -0.324 1.443 -1.275 0.25
H -1.868 1.580 1.227 0.24
H 2.427 -0.921 0.775 0.22
H -0.408 -0.818 -1.675 0.23
H -2.805 -0.982 0.115 0.25
H 0.857 -2.119 0.210 0.43
H 2.352 1.749 0.084 0.47
```